The following is a quantum chemistry calculation of C5H7CoO4 as an isolated structure in a non-equilibrium geometry, from the OMol25 dataset.

Each line ends with the Mulliken spin population.
CARTESIAN COORDINATES (ANGSTROEM)
O 3.396 -0.498 1.502  0.08
C 2.695 -0.866 0.517  0.00
O 1.697 0.215 0.332  0.13
O 2.636 -1.848 -0.159  0.01
Co 2.515 1.215 1.731  2.53
C 0.429 0.727 -1.585  0.07
C 0.609 -0.022 -0.464  0.16
H 1.159 1.505 -1.827  0.01
H -0.295 0.378 -2.324  0.00
O -3.030 -0.116 0.738  0.00
C -1.883 -0.516 0.017  0.01
C -0.830 0.576 0.159  -0.01
H -3.610 -0.872 0.858  0.00
H -2.120 -0.665 -1.050  0.00
H -1.501 -1.471 0.415  0.00
H -0.589 0.712 1.226  0.01
H -1.278 1.547 -0.085  0.02

The strongest force on any atom comes out at 3.7 eV/A. The value obtained for the highest occupied orbital energy (alpha / beta) is -0.5009 / -0.4772 Eh. The lowest unoccupied orbital energy (alpha / beta) is -6.4 / -7.8 eV. The spin multiplicity is 4. The relative energy (zero: lowest compared OMol25 entry of this formula, charge and spin) comes out at 448.9 kJ/mol. Its expectation value of S² is 3.76. The total energy comes out at -1877.96321 a.u. As for the total charge: +1. The orbital gap (alpha / beta) comes out at 7.25 / 5.20 eV.